110
Properties=species:S:1:pos:R:3:forces:R:3 method="wB97M-V/def2-TZVPD" total_charge=+1 e_homo_ha=-0.4348
P 2.3043 -1.0124 -3.4969 0.326 0.165 -0.100
O -3.4420 -3.2200 1.4045 0.044 0.055 -0.006
O 4.1006 -2.6614 -0.5732 -0.186 0.020 -0.123
O 0.6195 1.2091 -2.9882 0.147 -0.180 -0.134
O -1.7659 4.6432 -4.9878 0.042 -0.083 0.051
O 3.0236 -0.0295 -2.4246 -0.132 -0.149 0.051
O 4.3819 -0.2309 4.4356 -0.058 -0.051 -0.070
O -2.5117 -0.7275 -1.2453 0.228 0.176 -0.183
O 3.1749 -2.3788 -3.2882 -0.370 -0.130 0.313
O -7.0373 3.8619 -4.5440 0.063 -0.042 0.031
O 5.8326 -2.5436 6.4729 0.000 -0.054 0.002
N -0.1854 -3.4466 -1.3676 -0.131 0.042 0.067
N 0.7382 -2.8370 -2.0838 0.283 0.124 -0.205
C 0.8203 1.9609 -4.2012 -0.007 0.180 0.125
C -2.6394 4.3919 -2.7445 0.103 -0.021 0.020
C 6.0001 -3.9586 6.5650 -0.107 -0.061 -0.041
C 4.4413 -2.5912 1.8417 0.102 -0.120 -0.045
C 1.4725 4.3898 -4.1724 0.312 0.057 0.091
C -0.7676 1.0863 0.9217 0.048 -0.118 -0.001
C 5.0778 1.6874 5.7557 -0.116 -0.049 0.016
C -5.5041 -2.5281 2.4809 0.011 0.035 -0.098
C -1.2302 -2.7220 -1.0597 0.126 0.022 0.002
C 4.9950 -4.5565 7.5349 0.004 0.054 0.046
C -3.9765 5.5423 -4.5373 0.047 0.037 -0.123
C 1.9620 2.9551 -3.9816 -0.333 0.118 -0.250
C -3.5094 -3.2675 3.8311 0.092 -0.010 -0.040
C 0.7371 -1.5854 -2.5466 -0.023 -0.088 0.311
C 6.6921 0.4896 4.2411 -0.036 -0.099 -0.075
C -3.9890 -2.5747 2.5679 -0.119 -0.155 0.115
C -7.4333 2.0976 -6.1602 0.071 0.046 -0.024
C -1.3906 -1.3929 -1.5272 -0.180 -0.212 0.189
C 3.7402 -1.9750 0.6544 -0.125 -0.012 0.070
C -0.6073 0.5454 -2.9204 -0.162 0.017 0.097
C -8.3475 1.9537 -3.8185 0.034 0.041 0.073
C -2.2199 1.0465 0.4359 -0.022 0.025 0.322
C -7.2136 2.4543 -4.6987 -0.162 -0.031 -0.070
C 2.2285 -1.9811 0.7700 -0.085 -0.019 -0.130
C 5.4841 0.3561 5.1503 0.051 0.108 -0.054
C -2.7236 -0.3568 0.1454 -0.187 -0.013 0.144
C -0.4140 -0.8228 -2.3253 0.046 -0.059 -0.234
C -2.5882 5.2609 -3.9939 -0.123 -0.106 0.078
C 5.9070 -4.5933 5.1863 0.041 0.048 -0.041
H -1.9870 -3.1958 -0.4424 0.013 0.118 -0.009
H -3.7730 -4.1262 1.4072 0.012 0.002 -0.031
H -8.4607 0.8716 -3.8953 -0.004 -0.002 -0.015
H -2.2222 -1.0901 0.7831 -0.116 -0.025 -0.020
H -3.8843 -2.7626 4.7213 -0.013 -0.001 0.000
H 2.2879 5.1008 -4.0264 -0.025 -0.028 0.015
H 4.2126 1.5661 6.4073 0.012 -0.007 0.013
H 2.7601 2.7474 -4.6968 0.105 -0.039 0.189
H 1.8545 -1.4297 1.6320 0.127 0.021 0.050
H -6.6067 2.4586 -6.7721 0.005 -0.004 0.007
H 1.8588 -3.0088 0.8343 -0.005 0.006 0.060
H -3.2259 4.8645 -1.9559 -0.015 -0.001 -0.004
H 4.0863 -0.9466 0.5196 0.094 -0.045 -0.082
H -3.7984 -0.4382 0.2965 0.052 -0.044 -0.077
H 3.9761 -4.3875 7.1739 0.001 -0.034 -0.021
H 4.9123 -4.4227 4.7622 -0.016 -0.033 0.023
H -3.8636 -4.3014 3.8528 -0.040 0.012 0.023
H 6.6420 -4.1520 4.5127 0.011 -0.002 0.011
H -2.8678 1.4387 1.2262 0.058 0.109 -0.088
H -7.8479 4.2947 -4.8351 0.020 0.023 0.005
H -9.2910 2.4158 -4.1209 -0.008 -0.032 -0.027
H 5.7017 -0.3671 5.9321 0.083 0.097 0.066
H 4.1418 -3.6369 1.9615 -0.059 0.016 0.021
H 5.0861 -4.0897 8.5151 0.012 -0.003 0.000
H -2.3746 1.6929 -0.4307 -0.065 -0.113 -0.017
H -6.2714 2.0183 -4.3568 0.016 0.026 0.008
H 7.0088 -4.0947 6.9586 0.009 0.031 0.000
H 6.4721 1.1696 3.4117 0.015 0.037 0.026
H 3.5227 -2.5019 -2.3729 0.150 0.107 -0.219
H -5.9129 -3.5416 2.4640 -0.005 -0.002 0.044
H 2.3404 2.8181 -2.9674 0.109 -0.090 -0.104
H 4.8115 2.3997 4.9687 0.046 0.014 -0.005
H 1.8208 -1.5294 -0.1355 -0.170 0.093 0.109
H 4.1956 -2.0526 2.7568 0.028 0.001 0.034
H -0.1539 0.3226 0.4317 0.001 0.138 -0.080
H 4.9480 -2.3724 6.1261 0.008 -0.009 -0.021
H -2.0848 6.2007 -3.7606 0.036 -0.009 -0.023
H -3.9172 6.1692 -5.4268 0.016 0.020 0.018
H 7.5501 0.8847 4.7848 0.000 0.010 0.004
H -2.1875 3.8101 -5.2282 -0.066 0.071 -0.102
H -8.1663 2.2136 -2.7755 0.008 -0.002 -0.001
H 5.5224 -2.5681 1.7078 -0.004 0.037 0.003
H -1.6324 4.2041 -2.3658 0.005 0.014 0.000
H -3.5918 -1.5582 2.5415 0.029 0.005 -0.024
H -4.4807 4.6132 -4.8151 -0.035 -0.003 0.065
H 1.0813 4.5395 -5.1794 -0.103 0.017 0.093
H 5.1432 -5.6312 7.6457 -0.001 -0.005 -0.008
H -8.3512 2.5641 -6.5277 -0.023 -0.033 0.011
H 4.1489 0.3730 3.7211 -0.012 0.045 0.053
H 1.5553 -3.4068 -2.2901 -0.056 -0.006 -0.047
H -0.7216 0.8830 1.9942 0.012 -0.022 -0.058
H -4.5976 6.0462 -3.7965 -0.009 -0.014 0.009
H -0.3003 2.0560 0.7513 -0.034 -0.030 -0.017
H -0.1047 2.5023 -4.4298 0.050 -0.035 -0.025
H -1.3280 1.0881 -2.2993 0.087 0.063 -0.118
H -3.1033 3.4279 -2.9806 -0.050 0.016 0.002
H -5.9299 -2.0053 3.3372 0.002 -0.007 0.010
H 3.4510 -0.4783 -1.6828 0.021 0.030 0.042
H 1.0410 1.2620 -5.0159 -0.098 0.012 0.027
H -5.8254 -2.0227 1.5696 0.003 0.008 0.008
H 3.8806 -3.5944 -0.4438 0.223 0.020 0.074
H -2.4203 -3.2842 3.8739 -0.002 0.016 0.001
H -1.0657 0.4328 -3.9129 0.033 -0.072 0.040
H 6.9647 -0.4804 3.8244 0.010 -0.008 0.030
H 5.8930 2.1161 6.3386 0.009 0.002 -0.006
H -7.5239 1.0191 -6.2960 -0.011 -0.003 0.006
H 6.0782 -5.6694 5.2332 -0.008 -0.005 0.004
H 0.6868 4.6239 -3.4516 -0.037 0.028 -0.120

118
Properties=species:S:1:pos:R:3:forces:R:3 method="wB97M-V/def2-TZVPD" e_above_lowest_kcal_mol=144.7 e_homo_ha=-0.3086
Br 4.4598 -2.3272 3.5160 0.152 0.917 -0.664
O 5.2434 -1.9204 -7.1324 -0.040 0.044 0.187
O -10.1422 1.5121 4.4243 0.336 0.022 -0.150
O 2.6849 1.4198 -6.3858 -0.140 0.213 0.111
O -6.9310 -2.4519 2.7117 0.119 0.060 -0.300
O -2.1029 2.9805 -1.9088 0.028 -0.074 0.105
O 5.3405 -0.3924 -0.7256 -4.042 1.104 1.933
O -6.4127 -4.5367 6.3997 0.135 0.061 -0.011
O 2.8109 3.7813 1.3663 -0.148 -0.285 0.004
O -1.9036 1.0004 -6.5984 -0.020 -0.178 0.057
O 1.0867 2.7059 -2.5959 -0.043 -0.143 0.009
O -0.4191 -0.2373 -3.2308 -0.173 0.190 0.089
O 1.0039 0.8398 -0.3225 3.523 -0.924 2.325
O 3.1581 0.4891 -0.8290 0.924 -1.271 3.069
O 8.0994 2.7953 3.6201 0.038 -0.178 0.052
O -0.4121 -3.5307 -0.3893 0.090 0.148 0.055
O -7.9139 0.3593 5.8224 0.029 -0.063 0.044
O 8.0551 -4.3201 -7.0837 0.257 0.086 0.103
C 2.1129 0.5290 0.1576 -3.265 0.703 -1.626
C -4.4986 0.0408 2.2026 0.742 -0.568 1.181
C -0.5745 1.3593 2.2659 -1.443 -1.757 0.320
C 3.9243 -0.2612 1.3779 -1.596 0.135 0.270
C 1.2062 4.1164 -2.4910 -0.062 -0.154 0.197
C 7.5273 -5.4670 -6.4321 0.286 0.060 0.102
C -6.8031 0.7262 5.0209 -0.484 -0.022 0.031
C 0.3733 -1.3304 -3.6660 0.116 0.198 0.185
C 5.0620 -0.8240 2.3365 0.956 1.005 -1.536
C -0.5916 -1.1469 3.1229 -1.598 3.052 -1.118
C -2.1463 -1.1633 2.9375 2.106 2.815 -0.899
C 7.7473 3.8107 2.6918 0.196 -0.172 -0.037
C -2.1006 1.3637 2.0308 2.217 -3.671 1.752
C 1.8130 0.1110 3.0099 -1.848 0.686 -0.248
C 5.6590 -2.9019 -8.0713 0.125 0.137 0.024
C -2.4695 3.9925 -2.8329 0.219 -0.308 0.011
C 0.2220 0.1327 2.7959 -3.826 -0.852 -0.328
C 2.9408 0.0892 -6.8170 -0.236 0.130 0.186
C -0.9135 -4.3474 -1.4373 -0.090 0.293 0.066
C -6.9572 -5.6784 7.0449 0.260 0.103 0.095
C -11.4195 1.9854 4.0207 0.037 0.064 -0.134
C 5.8340 0.3083 3.1835 0.076 -0.604 0.996
C -1.7923 2.4116 -6.4955 0.056 -0.252 0.229
C -2.8948 0.0725 2.3902 2.362 -0.068 0.136
C 2.5771 0.1230 1.6175 3.419 -0.635 -1.131
C 4.8756 1.2372 4.0729 1.169 -0.382 0.079
C 4.2720 -0.1028 -0.1637 2.259 -0.353 -0.302
C -7.7149 -2.8265 3.8399 -0.031 -0.269 -0.080
C 3.8566 4.7424 1.3516 0.028 -0.148 -0.200
H -7.6531 -2.0379 4.5904 0.029 -0.052 -0.109
H -2.6299 2.2769 1.6121 0.870 -1.389 0.630
H -1.5882 4.5816 -3.1002 -0.144 0.162 -0.181
H 6.5656 0.9110 2.5280 -1.457 -0.875 0.772
H 3.7066 5.4377 2.1777 -0.077 -0.131 -0.059
H -5.8888 0.3733 5.4997 -0.093 0.012 -0.027
H 8.7550 2.2315 3.1900 -0.107 0.112 0.204
H -7.3298 -3.7570 4.2613 -0.149 0.094 0.188
H -6.2780 -6.5270 6.9289 -0.160 -0.153 0.102
H 3.2848 -0.5104 -5.9711 0.071 -0.187 -0.199
H 1.3234 -0.9596 -4.0597 0.088 -0.248 -0.063
H 7.0060 4.4652 3.1511 0.080 -0.122 0.046
H 5.0533 -2.8053 -8.9733 -0.065 0.092 0.160
H -9.5093 1.7867 3.7475 -0.150 -0.056 0.125
H 1.9973 1.3739 -5.7089 0.172 0.116 -0.131
H -0.6468 -3.9116 -2.4034 -0.123 -0.210 -0.128
H -0.1609 -1.8635 -4.4534 -0.011 0.106 0.069
H -0.8039 2.6743 -6.1091 -0.038 0.257 -0.017
H 2.9669 3.1797 0.6271 -0.087 0.167 0.140
H 5.5192 -3.8982 -7.6468 0.066 -0.065 -0.236
H -1.9208 2.8489 -7.4860 0.008 -0.132 0.063
H -0.0171 2.3328 2.0020 -0.828 -1.780 0.499
H -6.8957 0.2655 4.0333 0.243 0.053 -0.088
H -11.4009 3.0751 3.9433 -0.193 -0.015 -0.024
H 2.0276 -0.3426 -7.2360 0.085 -0.203 -0.054
H 4.0387 0.5990 4.5115 1.009 1.019 -0.730
H -11.6867 1.5473 3.0561 -0.175 0.080 0.029
H -1.7858 0.6394 -5.7093 0.011 0.021 -0.195
H -0.8202 -2.6598 -0.4847 0.107 -0.157 0.144
H 3.7149 0.1088 -7.5829 -0.066 0.052 0.173
H -0.0467 -2.0737 3.5251 -0.983 1.550 -0.726
H -4.8236 0.2437 1.1276 0.536 -0.117 1.549
H -3.2119 4.6429 -2.3690 0.072 -0.110 0.033
H 8.2058 -6.3130 -6.5672 -0.165 -0.142 0.099
H 4.8207 4.2408 1.4719 0.118 0.199 0.007
H 6.7091 -2.7474 -8.3227 -0.106 -0.242 -0.136
H 4.5195 2.1213 3.4489 0.133 -1.173 1.035
H -8.7571 -2.9559 3.5354 -0.079 0.014 0.186
H 3.8382 5.2932 0.4079 0.169 0.135 0.077
H -4.9346 0.8069 2.9491 0.594 -1.008 -1.486
H 5.5122 1.5946 4.9674 -1.107 -0.264 -1.537
H 7.3978 -5.2594 -5.3668 -0.109 -0.212 0.036
H 1.0772 4.5548 -3.4812 0.043 -0.108 0.058
H -7.0042 -3.1657 2.0661 0.087 0.224 0.107
H 7.3215 3.3574 1.7923 -0.054 0.205 -0.125
H -0.4695 -5.3399 -1.3550 0.010 0.131 0.080
H 5.7939 -2.0281 -6.3463 -0.119 0.077 -0.188
H 8.6329 4.3954 2.4309 -0.145 0.144 -0.139
H 6.5110 -0.2674 3.9239 -1.030 0.779 -1.299
H 2.0488 1.0290 3.6710 -0.018 -1.269 -1.493
H -5.5672 -4.3454 6.8244 -0.202 0.054 -0.163
H 6.5596 -5.7077 -6.8723 0.122 0.077 -0.011
H 0.0788 0.2154 -2.5349 -0.158 0.005 -0.166
H 8.9094 -4.1296 -6.6758 -0.178 -0.003 -0.165
H -8.7092 0.6843 5.3743 -0.003 -0.158 0.349
H -1.4456 2.4200 -2.3446 -0.051 0.105 0.160
H -12.1561 1.6895 4.7675 0.169 -0.015 -0.027
H 2.0676 -0.7987 3.6656 -0.138 1.230 -1.452
H 1.2039 2.3412 -1.7065 -0.141 -0.109 -0.259
H 0.4323 4.4996 -1.8207 0.072 0.208 -0.013
H -2.8984 3.5336 -3.7270 -0.059 0.248 -0.089
H -7.9159 -5.9186 6.5845 0.106 0.103 -0.012
H -7.1094 -5.4651 8.1059 -0.116 -0.207 0.028
H 5.8598 -1.2905 1.6438 -1.494 0.574 1.101
H -2.7092 -2.1229 3.1913 0.799 1.615 -0.431
H -4.9331 -0.9868 2.5448 0.878 1.798 -0.769
H -2.0001 -4.4290 -1.3507 -0.008 -0.155 -0.197
H 2.1962 4.3766 -2.1068 -0.014 0.226 -0.043
H 0.5541 -2.0084 -2.8276 0.165 -0.151 -0.128
H -2.5688 2.7932 -5.8277 0.057 0.234 -0.066
H -6.7649 1.8155 4.9248 0.253 0.044 -0.125